This record from OMol25 describes a 10-piece molecular cluster, C39H60O21 overall. The level of theory is ωB97M-V/def2-TZVPD.

Last column: Löwdin spin population.
Atoms and positions in Å:
1 C 12.64 -31.49 -23.38  0.0000
2 O 13.37 -32.13 -22.31  0.0000
3 C 12.78 -32.31 -21.10  0.0000
4 O 11.69 -31.97 -20.74  0.0000
5 O 13.66 -32.93 -20.31  0.0000
6 C 13.33 -32.99 -18.92  0.0000
7 H 12.17 -30.61 -22.95  0.0000
8 H 11.98 -32.12 -23.97  0.0000
9 H 13.36 -31.14 -24.12  0.0000
10 H 12.67 -32.18 -18.61  0.0000
11 H 14.27 -32.96 -18.37  0.0000
12 H 12.88 -33.97 -18.80  0.0000
13 C 14.20 -32.76 -26.56  0.0000
14 O 13.89 -31.35 -26.68  0.0000
15 C 12.62 -30.94 -26.58  0.0001
16 O 11.63 -31.60 -26.40  0.0011
17 O 12.58 -29.60 -26.53  0.0002
18 C 11.45 -28.71 -26.50  0.0000
19 H 14.15 -33.08 -25.52  0.0000
20 H 15.26 -32.91 -26.79  0.0000
21 H 13.51 -33.35 -27.16  -0.0001
22 H 11.67 -27.67 -26.75  0.0000
23 H 10.70 -28.67 -25.70  0.0000
24 H 10.91 -28.87 -27.44  0.0000
25 C 5.35 -33.16 -21.88  0.0000
26 O 5.87 -33.85 -23.00  0.0000
27 C 4.98 -34.63 -23.69  0.0000
28 O 3.79 -34.86 -23.32  0.0000
29 O 5.58 -35.12 -24.79  -0.0001
30 C 4.76 -35.76 -25.72  -0.0003
31 H 4.88 -33.86 -21.19  0.0000
32 H 4.63 -32.38 -22.12  0.0000
33 H 6.23 -32.73 -21.42  0.0000
34 H 4.33 -36.70 -25.38  0.0000
35 H 5.33 -36.23 -26.52  -0.0002
36 H 3.88 -35.16 -25.94  0.0000
37 C 5.23 -25.37 -24.96  0.0000
38 O 5.62 -26.63 -24.44  0.0000
39 C 5.05 -27.07 -23.36  0.0000
40 O 4.19 -26.59 -22.62  0.0000
41 O 5.59 -28.34 -23.11  0.0000
42 C 5.45 -28.90 -21.85  0.0000
43 H 5.92 -25.17 -25.77  0.0000
44 H 5.19 -24.47 -24.35  0.0000
45 H 4.21 -25.40 -25.36  0.0000
46 H 6.15 -28.42 -21.17  0.0000
47 H 5.76 -29.92 -22.10  0.0000
48 H 4.43 -29.02 -21.48  0.0000
49 C 9.18 -26.72 -25.26  0.0000
50 O 8.73 -25.41 -24.87  0.0000
51 C 8.44 -25.09 -23.62  0.0000
52 O 8.01 -24.01 -23.42  0.0000
53 O 8.73 -26.00 -22.63  0.0000
54 C 8.18 -25.82 -21.33  0.0000
55 H 8.37 -27.45 -25.23  0.0000
56 H 10.02 -27.11 -24.69  0.0000
57 H 9.36 -26.57 -26.32  0.0000
58 H 8.50 -26.66 -20.70  0.0000
59 H 7.10 -25.62 -21.35  0.0000
60 H 8.58 -24.96 -20.80  0.0000
61 C 8.81 -30.69 -20.71  0.0000
62 O 8.15 -30.68 -21.93  0.0000
63 C 8.83 -30.48 -23.04  0.0000
64 O 9.99 -30.13 -23.04  0.0000
65 O 8.10 -30.78 -24.08  0.0000
66 C 8.75 -30.91 -25.37  -0.0001
67 H 8.95 -31.74 -20.47  0.0000
68 H 8.22 -30.25 -19.90  0.0000
69 H 9.79 -30.27 -20.53  0.0000
70 H 8.21 -31.40 -26.18  -0.0001
71 H 9.66 -31.45 -25.09  0.0000
72 H 9.19 -29.98 -25.74  0.0000
73 C 10.83 -37.62 -18.57  0.0000
74 O 10.31 -36.43 -19.05  0.0000
75 C 10.44 -36.19 -20.46  0.0000
76 O 10.98 -36.92 -21.24  0.0000
77 O 10.02 -34.95 -20.77  0.0000
78 C 10.11 -34.39 -22.05  0.0000
79 H 10.11 -38.43 -18.71  0.0000
80 H 11.06 -37.56 -17.51  0.0000
81 H 11.75 -37.78 -19.13  0.0000
82 H 9.64 -33.40 -22.00  0.0000
83 H 9.72 -34.88 -22.94  0.0000
84 H 11.13 -34.10 -22.31  0.0000
85 C 9.08 -29.42 -30.15  0.0001
86 C 8.05 -29.40 -31.12  0.0010
87 C 6.99 -30.37 -31.17  0.0009
88 C 7.05 -31.45 -30.25  0.0002
89 C 8.09 -31.43 -29.28  0.0015
90 C 9.07 -30.47 -29.29  0.0011
91 H 9.85 -28.66 -30.05  0.0000
92 H 7.88 -28.64 -31.86  0.0000
93 H 6.21 -30.25 -31.90  0.0000
94 H 6.30 -32.23 -30.32  0.0000
95 H 8.17 -32.38 -28.77  0.0011
96 H 9.95 -30.62 -28.69  0.0000
97 C 9.10 -34.47 -26.89  0.0111
98 C 8.08 -35.09 -27.56  0.1933
99 C 8.18 -35.45 -28.93  0.2349
100 C 9.42 -35.41 -29.55  0.0037
101 C 10.53 -34.82 -28.88  0.2497
102 C 10.34 -34.33 -27.55  0.2726
103 H 8.90 -34.11 -25.89  -0.0033
104 H 7.08 -35.25 -27.16  0.0082
105 H 7.42 -35.90 -29.55  0.0086
106 H 9.53 -35.89 -30.51  -0.0039
107 H 11.40 -34.73 -29.51  0.0080
108 H 11.17 -33.79 -27.11  0.0106
109 C 8.96 -28.07 -17.28  0.0000
110 C 8.10 -27.04 -17.24  0.0000
111 C 7.51 -26.53 -16.12  0.0000
112 C 7.85 -27.14 -14.92  0.0000
113 C 8.79 -28.19 -14.86  0.0000
114 C 9.33 -28.65 -16.05  0.0000
115 H 9.48 -28.47 -18.15  0.0000
116 H 7.81 -26.56 -18.16  0.0000
117 H 6.83 -25.69 -16.10  0.0000
118 H 7.32 -26.98 -13.99  0.0000
119 H 9.00 -28.54 -13.86  0.0000
120 H 10.06 -29.44 -16.02  0.0000

Values from the calculation:
Expectation value of S²   0.77
Molecular weight   864.89 g/mol
HOMO (spin up / spin down)   -10.6 / -10.6 eV
E_LUMO (spin up / spin down)   -4.425 / -8.549 eV
Total charge   +1
Spin multiplicity   2

***

This record from OMol25 describes a 3-piece molecular cluster, C39H63N5O8 overall. The level of theory is ωB97M-V/def2-TZVPD.

Last column: Mulliken charge in e.
Atoms and positions in Å:
1 H 3.10 -3.82 -6.22  0.2844
2 N 4.00 -3.85 -5.70  -0.7269
3 C 3.96 -3.01 -4.69  0.4530
4 N 2.72 -2.21 -4.50  -0.5403
5 N 5.16 -2.91 -3.83  -0.3062
6 C 4.81 -2.94 -2.37  -0.0866
7 C 5.47 -1.67 -1.64  -0.9051
8 C 4.53 -0.35 -1.68  0.1845
9 C 4.77 0.43 -0.28  -1.4276
10 C 4.55 2.02 -0.37  1.3142
11 C 5.55 2.57 0.77  -1.6729
12 O 5.06 2.71 -1.57  -0.4682
13 C 4.58 4.06 -1.34  0.3621
14 O 5.01 5.12 -1.82  -0.6022
15 O 3.43 4.03 -0.45  -0.5293
16 C 3.05 2.59 -0.42  1.6057
17 C 2.21 2.46 -1.79  -1.1592
18 C 0.77 1.77 -1.63  1.3814
19 C -0.16 2.16 -2.91  -0.6657
20 C -1.71 2.27 -2.53  -0.7081
21 C -2.47 0.86 -2.41  -0.2371
22 C -1.89 -0.30 -3.34  -0.1407
23 C -2.71 -1.68 -3.27  -0.9491
24 C -2.78 -2.25 -1.77  -0.4120
25 C -1.45 -2.02 -0.90  1.3983
26 C -1.73 -2.60 0.59  -0.1256
27 C -0.86 -3.89 0.97  -0.9375
28 C 0.70 -3.79 0.59  0.4966
29 C 1.62 -4.71 1.55  -0.5257
30 C 2.87 -3.80 2.03  -0.4275
31 C 2.27 2.51 0.98  -0.9366
32 C 1.84 1.02 1.41  0.0933
33 C 0.38 0.90 2.06  1.8045
34 O 0.52 0.64 3.48  -0.4807
35 C 0.23 -0.74 3.82  -0.1995
36 H 3.03 -1.23 -4.41  0.2857
37 H 2.21 -2.51 -3.65  0.1928
38 H 5.67 -3.79 -4.00  0.3305
39 H 5.28 -3.89 -1.92  0.3271
40 H 3.69 -3.01 -2.15  -0.0901
41 H 6.55 -1.46 -1.99  0.2579
42 H 5.57 -1.96 -0.52  0.3712
43 H 4.73 0.30 -2.60  0.3336
44 H 3.44 -0.70 -1.68  -0.2004
45 H 4.17 -0.09 0.54  0.2694
46 H 5.88 0.27 -0.02  0.6535
47 H 5.61 1.74 1.58  0.3955
48 H 6.60 2.66 0.29  0.3791
49 H 5.20 3.52 1.30  0.3856
50 H 2.03 3.53 -2.17  0.4518
51 H 2.80 1.94 -2.64  0.0267
52 H 0.87 0.62 -1.53  -0.2555
53 H 0.19 2.17 -0.72  -0.5297
54 H 0.08 1.50 -3.80  0.3115
55 H 0.17 3.23 -3.22  0.5156
56 H -1.74 2.75 -1.47  -0.0358
57 H -2.26 3.03 -3.20  0.3972
58 H -3.56 1.05 -2.77  0.4806
59 H -2.58 0.58 -1.30  -0.0387
60 H -0.79 -0.48 -3.05  -0.1440
61 H -1.87 0.10 -4.42  0.3979
62 H -3.79 -1.51 -3.65  0.3371
63 H -2.23 -2.44 -3.98  0.3136
64 H -3.71 -1.86 -1.24  0.0819
65 H -2.90 -3.40 -1.86  0.3375
66 H -0.59 -2.54 -1.46  -0.1420
67 H -1.14 -0.92 -0.78  -1.0087
68 H -1.47 -1.77 1.33  -0.2624
69 H -2.87 -2.79 0.65  0.2953
70 H -1.37 -4.80 0.49  0.2056
71 H -0.91 -4.00 2.13  0.3468
72 H 1.09 -2.71 0.65  -0.3682
73 H 0.82 -4.23 -0.47  0.1986
74 H 2.01 -5.61 0.98  0.2809
75 H 0.99 -5.02 2.46  0.3184
76 H 2.51 -2.92 2.67  -0.0390
77 H 3.39 -3.39 1.08  -0.0272
78 H 3.57 -4.43 2.68  0.3996
79 H 2.96 2.94 1.81  0.3476
80 H 1.35 3.19 0.97  -0.0782
81 H 2.60 0.57 2.15  0.4418
82 H 1.89 0.34 0.48  -0.4597
83 H -0.26 1.82 1.84  -0.8248
84 H -0.14 0.01 1.53  -0.7388
85 H -0.07 -0.76 4.93  0.2998
86 H 1.19 -1.36 3.74  0.0750
87 H -0.63 -1.19 3.23  0.1003
88 O -0.53 4.13 1.23  -0.6006
89 N -1.71 4.10 1.56  1.0056
90 O -2.56 3.43 1.00  -0.5860
91 C -2.12 4.93 2.70  0.1230
92 C -1.18 5.73 3.34  -0.2820
93 C -1.57 6.53 4.40  -0.5611
94 C -2.90 6.52 4.83  -0.4250
95 C -3.83 5.70 4.19  -0.5350
96 C -3.44 4.90 3.12  -0.2490
97 H -0.14 5.75 3.02  0.4454
98 H -0.85 7.17 4.91  0.3717
99 H -3.21 7.15 5.65  0.3714
100 H -4.87 5.70 4.52  0.3748
101 H -4.18 4.28 2.63  0.4503
102 O -4.70 -1.94 3.49  -0.5874
103 N -5.74 -2.55 3.30  1.0282
104 O -6.17 -3.43 4.04  -0.6022
105 C -6.52 -2.23 2.10  -0.0341
106 C -6.04 -1.27 1.21  -0.3004
107 C -6.77 -0.98 0.06  -0.4323
108 C -7.96 -1.64 -0.20  -0.4980
109 C -8.44 -2.60 0.70  -0.3791
110 C -7.72 -2.89 1.85  -0.4155
111 H -5.11 -0.74 1.40  0.5740
112 H -6.40 -0.23 -0.64  0.4441
113 H -8.52 -1.42 -1.10  0.3799
114 H -9.37 -3.11 0.49  0.3719
115 H -8.10 -3.64 2.54  0.4394

Values from the calculation:
Molecular weight   729.96 g/mol
HOMO   -9.3 eV
Structure (SMILES)   [H]/N=C(\N)NCCCC[C@@]1(C)OC(=O)O[C@]1(CCCCCCCCCCCCCC)CCCOC.O=[N+]([O-])c1ccccc1.O=[N+]([O-])c1ccccc1
E_LUMO   -0.936 eV